# 1
Computed, not measured: an isolated molecule of CH5NO2Si, with ωB97M-V/def2-TZVPD.

```
! RIJCOSX wB97M-V def2-TZVPD def2/J DEFGRID3
* xyz 0 1
C 1.6249 -0.1122 0.1037
N 0.3907 -0.4579 0.0742
O -0.0584 -1.7290 0.0543
O -2.2564 -0.1695 -0.0617
Si -1.1163 0.8788 -0.0470
H 1.5878 0.9627 0.0555
H 2.4587 -0.7641 -0.0674
H -0.8921 1.4313 -1.4340
H -1.1751 -1.6190 0.0502
H -0.5639 1.5789 1.2721
*
```

Output
Relative energy (zero: lowest compared OMol25 entry of this formula, charge and spin), kcal/mol: 8.04
DFT total energy, hartree: -535.75361
LUMO level, hartree: 0.0028
M, g/mol: 91.1
Orbital gap, eV: 9.767

Charges in e, computed with Löwdin, in the same order as the atoms:
1. C 0.06
2. N -0.26
3. O -0.05
4. O -0.47
5. Si 0.44
6. H 0.06
7. H 0.10
8. H -0.03
9. H 0.17
10. H -0.01

# 2
Computed, not measured: a cluster of 2 separate species, C7H14O in total, with ωB97M-V/def2-TZVPD.

```
! RIJCOSX wB97M-V def2-TZVPD def2/J DEFGRID3
* xyz 0 1
C 0.1619 -0.8219 2.4814
C 0.0178 0.5145 1.8293
C -1.0383 0.8729 1.0837
C -1.1718 2.2040 0.4178
H 1.1908 -1.1788 2.3716
H -0.4997 -1.5699 2.0333
H -0.0630 -0.7463 3.5491
H 0.8318 1.2190 1.9873
H -1.8626 0.1779 0.9398
H -0.2120 2.7255 0.3456
H -1.8726 2.8338 0.9736
H -1.5587 2.0749 -0.5977
C -0.3362 -0.1769 -2.6486
C 0.8277 -0.1669 -1.9850
C 1.4430 -1.3051 -1.2288
O 0.5399 -2.3889 -1.0864
H -0.9544 -1.0673 -2.7114
H -0.6887 0.7114 -3.1639
H 1.4076 0.7541 -1.9789
H 2.3368 -1.6609 -1.7491
H 1.7419 -0.9757 -0.2296
H -0.2415 -2.0294 -0.6329
*
```

Output
Structure (SMILES): C/C=C/C.C=CCO
Relative energy (zero: lowest compared OMol25 entry of this formula, charge and spin), kcal/mol: 42.06
DFT total energy, hartree: -350.29243
LUMO level, hartree: 0.0373
M, g/mol: 114.2
Orbital gap, eV: 10.210

Charges in e, computed with Löwdin, in the same order as the atoms:
1. C -0.12
2. C -0.19
3. C -0.19
4. C -0.12
5. H 0.07
6. H 0.07
7. H 0.07
8. H 0.10
9. H 0.10
10. H 0.07
11. H 0.07
12. H 0.06
13. C 0.00
14. C -0.16
15. C -0.27
16. O -0.08
17. H 0.06
18. H 0.05
19. H 0.10
20. H 0.12
21. H 0.10
22. H 0.08

- Look up the orbital gap of the second one.
  10.210 eV

Repeat the first record exactly.
Computed, not measured: an isolated molecule of CH5NO2Si, with ωB97M-V/def2-TZVPD.

```
! RIJCOSX wB97M-V def2-TZVPD def2/J DEFGRID3
* xyz 0 1
C 1.6249 -0.1122 0.1037
N 0.3907 -0.4579 0.0742
O -0.0584 -1.7290 0.0543
O -2.2564 -0.1695 -0.0617
Si -1.1163 0.8788 -0.0470
H 1.5878 0.9627 0.0555
H 2.4587 -0.7641 -0.0674
H -0.8921 1.4313 -1.4340
H -1.1751 -1.6190 0.0502
H -0.5639 1.5789 1.2721
*
```

Output
Relative energy (zero: lowest compared OMol25 entry of this formula, charge and spin), kcal/mol: 8.04
DFT total energy, hartree: -535.75361
LUMO level, hartree: 0.0028
M, g/mol: 91.1
Orbital gap, eV: 9.767

Charges in e, computed with Löwdin, in the same order as the atoms:
1. C 0.06
2. N -0.26
3. O -0.05
4. O -0.47
5. Si 0.44
6. H 0.06
7. H 0.10
8. H -0.03
9. H 0.17
10. H -0.01

- Look up the M of the second one.
  114.2 g/mol

- Number 1 is which compound?
  CH5NO2Si